# 1
The following is a DFT calculation (wB97M-V/def2-TZVPD) of a 2-piece molecular cluster, C3H4Br2N3O2 overall in a non-equilibrium geometry.

Values from the calculation:
**Total energy**: -151808.3617 eV
**LUMO level (alpha / beta)**: -6.888 / -6.887 eV
**2S+1**: 1
**Max |F|**: 4.240 eV/Å
**Net charge**: +1

```
14
Properties=species:S:1:pos:R:3:forces:R:3
C 0.272 -0.337 -0.184 -0.184 -2.441 0.096
C 0.871 0.662 0.423 -1.816 3.153 1.719
C 0.966 -1.640 -0.376 0.792 -1.187 -1.053
N 2.085 -1.793 0.132 -2.491 3.236 1.143
N -1.109 -0.327 -0.514 -3.713 0.162 -0.438
N -1.164 2.092 0.936 1.452 -1.681 -0.468
O -1.442 0.906 -0.924 -0.124 -1.426 -1.755
O -1.905 -1.257 -0.453 2.690 3.026 -0.009
Br 2.462 1.045 1.204 -1.145 -0.178 -0.677
Br 0.186 -2.882 -1.680 0.420 0.391 0.233
H 2.795 -2.322 -0.204 2.013 -2.951 -1.093
H -1.025 1.802 1.869 0.141 -0.333 1.847
H -2.408 1.169 -1.071 0.934 -1.467 0.649
H -0.585 2.882 0.843 1.030 1.696 -0.196
```
Positions in Å, forces in eV/Å.



# 2
The following is a DFT calculation (wB97M-V/def2-TZVPD) of a 2-piece molecular cluster, C48H56N3O overall in a non-equilibrium geometry.

Values from the calculation:
**Total energy**: -57194.1274 eV
**LUMO level**: -5.437 eV
**2S+1**: 1
**Max |F|**: 2.556 eV/Å
**Net charge**: +1

```
108
Properties=species:S:1:pos:R:3:forces:R:3
C -0.966 4.706 -1.934 -0.112 -0.029 -0.055
C 0.161 4.076 -2.758 0.356 -0.073 0.438
C 0.978 5.119 -3.519 -0.005 0.005 -0.088
C -0.371 3.015 -3.693 0.540 -0.113 0.694
C -1.277 3.332 -4.689 -0.075 -0.060 -0.010
C -1.776 2.355 -5.526 -0.042 0.063 0.006
C -1.374 1.044 -5.369 -0.002 -0.035 0.056
C -0.453 0.694 -4.398 0.400 -0.342 0.579
C -0.004 -0.739 -4.206 0.551 -0.210 -0.020
C 0.175 -1.465 -5.542 -0.058 0.089 -0.009
C -0.948 -1.493 -3.267 -0.094 0.038 0.096
C 0.051 1.689 -3.552 0.191 0.222 -0.541
N 1.024 1.350 -2.538 -0.816 -0.505 1.626
N 2.342 1.354 -2.736 1.240 0.020 0.027
N 2.872 1.006 -1.583 -1.768 -0.310 1.304
C 4.298 0.903 -1.356 0.659 0.079 -0.409
C 5.017 2.016 -0.904 -0.880 0.200 -0.077
C 4.302 3.322 -0.635 -0.552 0.068 -0.056
C 4.786 4.416 -1.587 0.078 -0.017 -0.053
C 4.428 3.735 0.834 0.088 -0.016 -0.017
C 6.382 1.901 -0.717 -0.023 -0.076 0.023
C 7.034 0.711 -0.970 0.063 -0.004 0.029
C 6.320 -0.385 -1.409 -0.047 0.024 0.058
C 4.953 -0.307 -1.607 -0.859 -0.068 -0.125
C 4.165 -1.501 -2.097 -0.567 0.024 -0.099
C 4.236 -2.664 -1.104 0.106 0.017 -0.009
C 4.606 -1.907 -3.504 0.080 0.020 -0.025
C 1.907 0.752 -0.587 1.738 0.431 -1.824
C 2.180 0.341 0.804 0.478 -0.007 0.010
C 0.685 0.992 -1.202 -1.226 0.203 -0.428
C -0.578 0.922 -0.667 0.160 0.139 -0.552
H -1.517 3.950 -1.372 0.089 -0.041 -0.013
H -0.583 5.441 -1.225 0.106 -0.007 -0.026
H -1.681 5.216 -2.580 -0.030 0.080 -0.077
H 0.841 3.563 -2.056 -0.252 0.324 -0.182
H 1.796 4.650 -4.069 0.001 -0.026 0.021
H 0.357 5.644 -4.244 -0.047 0.063 -0.043
H 1.406 5.865 -2.849 -0.032 -0.023 0.083
H -1.598 4.353 -4.804 -0.055 0.234 -0.030
H -2.481 2.615 -6.299 -0.106 0.034 -0.101
H -1.783 0.283 -6.011 -0.046 -0.147 -0.160
H 0.986 -0.687 -3.720 -0.311 -0.148 -0.190
H 0.800 -0.885 -6.223 0.010 -0.017 0.028
H 0.636 -2.446 -5.412 -0.002 0.017 0.119
H -0.785 -1.623 -6.031 -0.047 -0.058 -0.039
H -0.992 -1.023 -2.284 0.046 0.069 -0.006
H -1.963 -1.505 -3.665 -0.083 -0.021 -0.128
H -0.634 -2.528 -3.124 0.105 -0.075 -0.112
H 3.233 3.143 -0.845 0.347 0.228 0.113
H 4.660 4.116 -2.628 -0.043 -0.026 0.022
H 4.245 5.351 -1.436 -0.065 -0.034 0.069
H 5.845 4.622 -1.435 0.082 0.030 0.037
H 4.057 2.955 1.500 -0.019 -0.022 -0.007
H 5.468 3.917 1.100 0.084 0.036 0.006
H 3.870 4.648 1.044 -0.032 0.007 -0.099
H 6.936 2.755 -0.371 0.145 0.209 0.073
H 8.099 0.638 -0.821 0.162 -0.011 0.013
H 6.825 -1.314 -1.603 0.141 -0.226 -0.060
H 3.111 -1.177 -2.157 0.343 -0.275 -0.032
H 3.892 -2.363 -0.114 -0.006 0.055 0.027
H 3.627 -3.509 -1.428 -0.034 0.015 -0.118
H 5.260 -3.021 -0.994 0.072 -0.048 -0.004
H 4.514 -1.071 -4.200 -0.043 0.007 0.048
H 5.651 -2.218 -3.508 0.078 -0.051 0.011
H 4.013 -2.736 -3.890 -0.065 -0.020 0.064
H 1.258 0.239 1.377 -0.038 0.122 -0.223
H 2.701 -0.618 0.829 0.087 -0.084 0.133
H 2.809 1.076 1.307 0.043 -0.049 0.171
H -0.737 0.622 0.348 0.089 -0.039 0.357
H -1.435 1.162 -1.263 -0.302 0.067 -0.177
C -0.026 -6.336 0.277 -0.129 -0.367 -0.082
C -0.576 -5.154 0.992 0.073 -0.053 -0.127
C 0.225 -4.048 1.238 0.191 0.229 0.078
C -0.276 -2.940 1.873 0.125 0.082 -0.027
C -1.620 -2.878 2.296 -0.198 0.274 0.197
C -2.052 -1.673 2.918 -0.149 -0.569 -0.210
C -3.276 -1.256 3.478 -0.213 -0.002 0.041
C -4.474 -2.009 3.523 0.181 0.140 -0.092
C -5.612 -1.507 4.081 -0.598 0.258 0.207
C -5.639 -0.228 4.655 -0.563 0.054 1.069
O -6.784 0.255 5.325 1.425 -0.567 -0.704
C -7.087 -0.341 6.580 0.373 -0.639 0.743
C -6.907 0.409 7.745 0.200 0.246 -1.279
C -7.069 -0.170 8.982 -0.207 -0.214 0.231
C -7.432 -1.501 9.083 -0.024 -0.077 0.145
C -7.658 -2.246 7.940 -0.097 -0.002 0.331
C -7.491 -1.676 6.699 0.187 0.803 -0.956
C -4.470 0.545 4.591 -1.035 0.359 0.444
C -3.330 0.048 4.034 0.223 -0.329 -0.365
C -2.413 -4.017 2.052 -0.066 -0.216 -0.053
C -1.900 -5.118 1.414 -0.334 0.145 0.181
H -0.771 -7.124 0.169 0.052 0.073 0.015
H 0.308 -6.051 -0.721 0.085 0.024 -0.009
H 0.827 -6.751 0.814 0.067 0.052 -0.026
H 1.252 -4.075 0.917 0.243 0.103 -0.035
H 0.371 -2.099 2.059 0.125 0.228 -0.015
H -1.285 -0.919 2.962 0.291 0.225 0.052
H -4.525 -2.989 3.103 -0.080 -0.189 -0.060
H -6.516 -2.088 4.073 -0.114 -0.151 -0.003
H -6.618 1.442 7.647 0.078 0.209 0.017
H -6.923 0.418 9.873 0.051 0.094 0.079
H -7.547 -1.957 10.052 -0.042 -0.047 0.138
H -7.984 -3.271 8.019 0.007 -0.119 -0.024
H -7.681 -2.246 5.807 -0.072 -0.171 -0.101
H -4.493 1.531 5.018 0.043 0.244 0.110
H -2.443 0.655 4.015 0.217 0.173 0.008
H -3.437 -4.054 2.359 -0.140 -0.074 -0.016
H -2.532 -5.971 1.235 -0.144 -0.150 -0.021
```
Positions in Å, forces in eV/Å.



Respective energy relative to the best compared isomer or geometry (same formula, charge and spin) values: 134.62, 6.21 kcal/mol.